#a
The following is a quantum chemistry calculation of one molecule with the formula C2H3N3S, from OMol25.

Positions of all 9 atoms, in Å:
H -0.99736 0.94485 1.62559
N -0.16549 1.42319 1.30868
C 0.32648 1.04024 0.21196
N -0.29607 0.15875 -0.69734
N -1.54390 -0.25536 -0.43087
C -2.76079 -0.13214 -0.54183
S -4.24012 -0.42066 -0.16183
H 1.16652 1.45853 -0.09368
H 0.02091 -0.50291 -1.37144

Values from the calculation:
Charge: 0
HOMO energy (eV): -8.76
Frontier orbital gap (eV): 8.941
LUMO energy (hartree): 0.0067

---

#b
The following is a quantum chemistry calculation of one molecule with the formula C2H3N3S, from OMol25.

Positions of all 9 atoms, in Å:
C -0.76086 -1.14332 -0.04453
C 1.41446 0.33037 -0.05276
N 0.26156 -1.81451 0.10920
N -0.92615 0.26443 -0.29653
N 0.28994 0.96565 0.03885
S 2.99887 0.38601 0.05801
H -1.70718 -1.54338 0.01010
H -1.89220 0.54885 0.15568
H 0.32156 2.00590 0.02198

Values from the calculation:
Charge: 0
HOMO energy (alpha / beta) (eV): -7.85 / -8.16
Frontier orbital gap (alpha / beta) (eV): 7.244 / 7.516
LUMO energy (alpha / beta) (hartree): -0.0223 / -0.0238

---

It turns out #a is the most stable, with the second structure 0.0716 hartree higher.

---

#a
The following is a quantum chemistry calculation of a 2-piece molecular cluster, C5H13NO overall, from OMol25.

Positions of all 20 atoms, in Å:
C 0.63455 1.22692 2.34628
C 1.87153 0.68517 1.60935
O 2.83115 1.45475 1.41708
N 1.77198 -0.50623 1.07986
H -0.08293 0.41391 2.38121
H 0.22995 2.05108 1.77472
H 2.62795 -0.93869 0.74328
H 1.02536 -1.14640 1.31610
H 0.95966 1.58752 3.30796
C -0.78974 -0.46102 -0.85232
C -0.52759 0.65774 -1.90073
C -1.79961 -1.49271 -1.39234
H 0.13123 -0.95693 -0.68032
H -1.17801 -0.00582 0.05716
H 0.53049 0.75605 -2.15067
H -2.53809 -1.76979 -0.63385
H -1.04842 1.57105 -1.63850
H -0.86722 0.29494 -2.87281
H -2.48035 -1.05140 -2.12150
H -1.30189 -2.37016 -1.78996

Values from the calculation:
Expectation value of S²: 0.755
Charge: +1
Multiplicity: 2
HOMO energy (alpha / beta) (eV): -14.48 / -14.48
Frontier orbital gap (alpha / beta) (eV): 10.167 / 5.215
LUMO energy (alpha / beta) (hartree): -0.1585 / -0.3405

---

#b
The following is a quantum chemistry calculation of a 2-piece molecular cluster, C5H13NO overall, from OMol25.

Positions of all 20 atoms, in Å:
C 0.53374 0.54798 0.67294
N -0.25240 0.39802 -0.40937
C -0.14973 0.79213 -1.73181
C -1.60218 0.53761 0.16378
C -1.51879 0.11002 1.58129
C -0.07271 -0.44560 1.79365
H 0.58597 1.64969 1.09007
H 1.59877 0.26015 0.42925
H -0.26298 1.92136 -1.82368
H -0.78795 0.24748 -2.44504
H 0.88123 0.64885 -1.98388
H -2.32114 -0.10235 -0.40642
H -1.71682 1.62995 0.00643
H -2.25655 -0.56835 2.16436
H -1.58404 1.09770 2.14641
H 0.25217 -0.25491 2.87577
H 0.14222 -1.56972 1.68594
H 2.11289 -2.35959 -1.66326
H 3.32682 -2.16769 -2.51502
O 3.09148 -2.37274 -1.63141

Values from the calculation:
Expectation value of S²: 0.755
Charge: +1
Multiplicity: 2
HOMO energy (alpha / beta) (eV): -14.56 / -14.56
Frontier orbital gap (alpha / beta) (eV): 11.538 / 7.118
LUMO energy (alpha / beta) (hartree): -0.1111 / -0.2735

---

It turns out #a is the most stable, with the second structure 0.0132 hartree higher.

---

#a
The following is a quantum chemistry calculation of a 9-piece molecular cluster, C6H29NO8 overall, from OMol25.

Positions of all 44 atoms, in Å:
C -0.40554 -2.66890 -0.21483
C -0.78745 -1.26513 0.11654
C 0.15061 -0.34362 0.30915
C -0.19562 1.01780 0.91044
C 1.01660 1.72897 1.55366
C 1.13063 3.20148 1.18552
N 0.83791 1.53617 3.00644
H -0.68695 -3.55496 0.36162
H -0.88295 -2.94522 -1.16560
H 0.67196 -2.78784 -0.33781
H -1.83921 -1.06990 0.27955
H 1.17683 -0.66420 0.17239
H -0.56394 1.62670 0.08015
H -0.94795 0.84791 1.67356
H 1.94575 1.24953 1.24865
H 0.13034 3.64517 1.20648
H 1.83839 3.69419 1.84993
H 1.44605 3.42091 0.16889
H 1.54190 1.93172 3.61764
H -0.04472 1.96472 3.23869
O -4.05758 0.01484 0.29629
H -4.78612 0.62487 0.44527
H -3.90962 -0.40621 1.14961
O 1.92159 -1.45074 3.14362
H 1.41210 -0.69541 2.82750
H 1.40338 -2.17463 3.45420
O 2.49672 1.15700 -1.53553
H 3.35067 1.53810 -1.74362
H 2.54463 0.61592 -0.73740
O -3.47265 -2.84905 -1.26809
H -3.97198 -2.05977 -1.49509
H -2.55937 -2.69136 -1.49516
O -0.92168 1.31306 -3.40428
H -1.36088 2.10561 -3.05715
H -0.33341 1.15553 -2.64544
O -3.23915 -0.10620 -2.55011
H -3.57547 -0.71282 -3.20948
H -2.35545 0.23387 -2.76170
O 3.63102 -0.44424 0.86379
H 4.48124 -0.74175 0.54723
H 3.13866 -1.07608 1.39562
O 1.80453 -1.51348 -2.34205
H 1.91421 -0.59498 -2.60817
H 0.91204 -1.80755 -2.53089

Values from the calculation:
Charge: 0
HOMO energy (eV): -9.14
Frontier orbital gap (eV): 9.571
LUMO energy (hartree): 0.0156

---

#b
The following is a quantum chemistry calculation of a 8-piece molecular cluster, C6H29NO8 overall, from OMol25.

Positions of all 44 atoms, in Å:
C -0.29400 -2.62450 -1.52242
C -0.18439 -2.26959 -0.03993
C -1.53025 -2.44047 0.65097
C 0.41120 -0.83683 0.15145
C 1.08381 -0.75037 1.52430
N -0.55452 0.27716 0.09176
C -1.15843 0.49891 -1.21266
O -1.36553 1.90367 -1.43741
H -0.56860 -3.66517 -1.68731
H -1.11722 -2.05842 -1.98716
H 0.61139 -2.40144 -2.07796
H 0.55487 -2.95582 0.42276
H -1.50157 -2.10787 1.69143
H -1.76696 -3.51059 0.68979
H -2.32171 -1.88023 0.16862
H 1.15444 -0.62160 -0.63045
H 1.78772 -1.56747 1.72220
H 1.68297 0.16589 1.60799
H 0.33716 -0.68185 2.31870
H -1.24116 0.18198 0.83453
H -0.53688 0.11735 -2.02097
H -2.16498 0.08463 -1.29698
H -0.52695 2.37595 -1.38286
O 3.80941 0.40401 -0.75737
H 4.72720 0.66665 -0.77413
H 3.82923 -0.57931 -0.71435
O 3.63784 -2.28319 -0.80921
H 2.76600 -2.53067 -0.48343
H 3.67019 -2.64154 -1.69308
O -3.32648 3.24245 -0.00536
H -4.17317 2.97089 -0.38784
H -2.62519 2.76591 -0.52032
O 1.42774 2.30397 -0.22188
H 2.25369 1.77732 -0.10501
H 0.75687 1.83462 0.31093
O -1.91868 3.27196 2.27247
H -2.58188 3.46622 1.57809
H -1.16259 2.92427 1.76381
O -2.48557 0.99136 3.50475
H -3.23428 1.07310 4.11726
H -2.28393 1.86324 3.10658
O 1.92106 0.98587 -2.63060
H 1.44986 1.50712 -1.94978
H 2.75227 0.75244 -2.17992

Values from the calculation:
Charge: 0
HOMO energy (eV): -9.75
Frontier orbital gap (eV): 9.877
LUMO energy (hartree): 0.0048

---

It turns out #b is the most stable, with the second structure 0.0633 hartree higher.

---

#a
The following is a quantum chemistry calculation of C5H7NO3 as an isolated structure, from OMol25.

Positions of all 16 atoms, in Å:
C 0.81158 0.70049 -0.05120
C -0.43698 1.13179 -0.78488
C 0.96580 1.10670 1.38030
N -0.18968 -1.18525 -0.72512
C 0.55759 -1.44381 0.25368
C -1.20701 -0.15692 -0.88267
O -0.94537 -2.84335 -0.94087
O 1.20382 -2.02393 1.02812
O -2.36046 -0.39363 -1.03967
H -1.89094 -2.66180 -0.81153
H 1.72585 0.71155 -0.63604
H -0.23848 1.50384 -1.79238
H -1.03524 1.88030 -0.26130
H 1.74064 0.52208 1.87899
H 0.03170 0.99158 1.93519
H 1.26720 2.16035 1.44938

Values from the calculation:
Charge: 0
HOMO energy (alpha / beta) (eV): -8.70 / -8.48
Frontier orbital gap (alpha / beta) (eV): 8.356 / 8.411
LUMO energy (alpha / beta) (hartree): -0.0127 / -0.0026

---

#b
The following is a quantum chemistry calculation of one molecule with the formula C5H7NO3, from OMol25.

Positions of all 16 atoms, in Å:
C -0.00106 0.81852 -1.12339
C 0.90180 0.09895 -1.88529
C 0.04020 -0.51581 0.79890
C 1.67470 -1.76124 -0.66376
C -1.54795 1.28848 0.98391
N -0.56142 0.55995 0.13253
O -0.27881 -0.66567 2.20724
O 1.01618 -1.33274 0.44255
O 1.60233 -1.04864 -1.80734
H -0.38783 1.76146 -1.34583
H 1.09841 0.64113 -2.71952
H 2.22361 -2.63038 -0.64358
H -1.46791 1.15332 2.01478
H -1.51348 2.26221 0.61052
H -2.46610 0.93895 0.63470
H -0.33267 -1.56850 2.36358

Values from the calculation:
Charge: 0
HOMO energy (alpha / beta) (eV): -5.91 / -5.90
Frontier orbital gap (alpha / beta) (eV): 6.597 / 6.585
LUMO energy (alpha / beta) (hartree): 0.0252 / 0.0252

---

It turns out #a is the most stable, with the second structure 0.0444 hartree higher.

---

#a
The following is a quantum chemistry calculation of C3H7ClOS as an isolated structure, from OMol25.

Positions of all 13 atoms, in Å:
C 0.08038 -1.29403 0.03316
C 0.07928 1.28077 0.28566
C -0.64059 0.03509 -0.19434
O -2.81256 -2.18580 -0.26700
S -2.32754 -0.25015 0.66239
Cl -3.50031 0.98985 -0.27702
H -0.50931 -2.20348 -0.07680
H 0.96979 -1.35582 -0.67446
H 0.45752 -1.25493 1.08514
H 0.20224 1.56645 1.36874
H 0.10549 2.18266 -0.44838
H 1.11089 0.93169 0.14748
H -1.17296 0.10815 -1.17266

Values from the calculation:
Charge: 0
HOMO energy (alpha / beta) (eV): -9.56 / -9.32
Frontier orbital gap (alpha / beta) (eV): 8.842 / 8.783
LUMO energy (alpha / beta) (hartree): -0.0263 / -0.0197

---

#b
The following is a quantum chemistry calculation of a 2-piece molecular cluster, C3H7ClOS overall, from OMol25.

Positions of all 13 atoms, in Å:
C 1.08345 1.38204 0.61240
C 1.32941 0.09697 -0.34302
C 0.51161 -1.11407 0.16721
O 0.80026 -1.74461 1.12091
H 0.11570 1.59187 0.33704
H 1.10216 1.21185 1.69025
H 1.85947 2.09967 0.41820
H 1.01537 0.34372 -1.35852
H 2.33756 -0.36126 -0.29305
H -0.48106 -1.18923 -0.24743
S -2.60132 -0.66101 -1.01958
Cl -3.75071 0.26938 0.25589
H -3.32187 -1.92534 -1.34029

Values from the calculation:
Charge: 0
HOMO energy (eV): -9.02
Frontier orbital gap (eV): 8.982
LUMO energy (hartree): -0.0013

---

It turns out #b is the most stable, with the second structure 0.1192 hartree higher.

---

#a
The following is a quantum chemistry calculation of a 2-piece molecular cluster, C3H7ClOS overall, from OMol25.

Positions of all 13 atoms, in Å:
C 1.28935 -0.04091 1.99040
C 1.61150 0.22223 0.51580
Cl 1.22531 -1.28830 -0.39986
C 0.74660 1.20567 -0.25154
O -0.32283 1.54842 0.07215
H 0.12128 0.12072 2.00639
H 1.30045 -1.10418 2.35853
H 1.86281 0.73928 2.51617
H 2.60711 0.32852 0.12944
H 1.26690 1.51449 -1.22145
S -1.55354 -1.95439 0.99894
H -2.74482 -1.34974 0.97519
H -2.15423 -3.12412 0.56703

Values from the calculation:
Charge: 0
HOMO energy (eV): -9.39
Frontier orbital gap (eV): 10.030
LUMO energy (hartree): 0.0237

---

#b
The following is a quantum chemistry calculation of a 2-piece molecular cluster, C3H7ClOS overall, from OMol25.

Positions of all 13 atoms, in Å:
C 1.62198 0.30527 0.07632
C 0.49590 0.62606 0.99134
C -1.28127 -0.10009 -0.24159
O -0.87606 0.04672 -1.50604
S -1.60831 -1.78844 0.30844
Cl -2.61420 0.94699 0.25373
H 1.42061 0.69255 -0.92332
H 1.78041 -0.76779 0.00698
H 2.54835 0.76716 0.42406
H 0.22966 1.66519 1.09996
H 0.34971 0.00521 1.86045
H -1.58774 -0.12250 -2.14603
H -0.47905 -2.27635 -0.20431

Values from the calculation:
Charge: 0
HOMO energy (eV): -8.23
Frontier orbital gap (eV): 8.764
LUMO energy (hartree): 0.0196

---

It turns out #a is the most stable, with the second structure 0.0384 hartree higher.